Record 1
Computed, not measured: a cluster of 3 separate species, C31H46N4O7 in total, with wB97M-V/def2-TZVPD.

Geometry as XYZ:
```
88
Properties=species:S:1:pos:R:3:lowdin_spin:R:1
H -0.235 5.004 1.524 0.00
C -4.729 0.205 2.733 0.02
C -5.853 1.241 3.059 0.00
H -2.186 6.691 -1.240 0.00
O -0.477 -3.671 0.117 0.00
C -3.016 4.259 -1.531 0.00
C -1.711 2.206 -1.895 0.00
H -5.210 -1.020 4.497 0.00
H 10.148 -6.890 -2.204 0.00
H -1.836 6.876 -2.967 0.00
H 10.134 -4.235 -1.902 0.00
H 0.668 -2.675 1.642 0.00
C 2.114 -3.333 -0.139 0.00
H -1.803 3.260 0.672 0.00
H -6.760 0.737 3.420 0.00
H -3.773 1.608 1.358 0.00
C 3.657 -3.757 -2.420 0.00
H -0.159 3.070 0.095 0.00
H -3.789 -3.854 1.911 0.00
O -5.842 -0.238 0.716 0.62
H -6.125 1.855 2.193 0.00
H 1.105 7.502 -2.465 0.00
N -0.679 4.499 -2.378 0.30
H -3.326 4.734 -0.595 0.00
C 9.249 -4.881 -1.444 0.00
H -1.564 0.626 1.298 0.00
H 0.567 6.507 -3.825 0.00
O 3.612 -3.621 -3.749 0.00
H -0.775 1.639 -1.801 0.00
C -4.137 -1.770 1.226 0.02
C 6.156 -2.885 1.026 0.00
H 1.439 -4.663 -1.963 0.00
C 7.598 -3.512 0.530 0.00
H -2.445 1.685 -1.261 0.00
C -0.691 5.094 0.530 0.00
C 4.895 -2.989 -0.017 0.00
H -2.053 2.128 -2.934 0.00
H 8.486 -3.451 1.326 0.00
C 0.804 -3.532 0.827 0.00
H -2.706 -2.686 2.656 0.00
C 7.790 -4.223 -0.971 0.00
C -2.883 -0.983 0.741 0.01
N -5.196 -0.870 1.792 0.31
C -3.730 -2.828 2.296 0.00
O 5.902 -2.273 2.350 0.00
H 6.307 -1.350 2.393 0.00
O 0.474 3.736 -2.633 0.62
H -3.147 4.981 -2.342 0.00
C -3.487 0.969 2.203 0.01
C -1.561 3.703 -1.462 0.02
H 6.043 -4.519 -4.092 0.00
H 1.247 5.276 -0.367 0.00
H -4.871 -2.026 -0.868 0.00
C 3.389 -2.409 0.424 0.00
H 0.467 6.810 -0.040 0.00
H -1.035 7.888 -1.766 0.00
H -3.098 1.644 2.975 0.00
H -3.480 -1.010 4.117 0.00
C 6.499 -4.316 -2.028 0.00
H -4.400 -2.825 3.160 0.00
C -4.384 -0.404 4.120 0.00
C -0.229 5.842 -1.875 0.02
H 0.958 -4.531 1.462 0.00
C -1.050 3.707 0.010 0.01
H -1.922 -0.473 2.613 0.00
H 9.099 -7.050 -0.505 0.00
N 6.688 -4.945 -3.391 0.00
O 3.238 -1.279 1.129 0.00
O -1.213 -5.632 0.520 0.00
H -3.118 -0.449 -0.191 0.00
C 0.281 5.795 -0.411 0.01
C 0.882 6.473 -2.774 0.00
C 2.272 -3.970 -1.508 0.00
C 9.512 -6.369 -1.367 0.00
H -1.596 5.696 0.668 0.00
H -2.073 -1.679 0.491 0.00
C 5.064 -3.707 -1.518 0.00
H -5.535 -3.202 0.286 0.00
C -1.393 6.869 -1.964 0.00
H -3.753 3.475 -1.746 0.00
C -4.638 -2.630 0.019 0.00
H -3.866 -3.349 -0.300 0.00
H 1.831 5.926 -2.719 0.00
N -0.585 -4.948 -0.288 0.00
C -2.369 0.036 1.752 0.00
H 7.658 -4.661 -3.725 0.00
H -5.533 1.940 3.842 0.00
H -4.210 0.384 4.864 0.00
```

Results
Expectation value of S²: 2.01
Multiplicity: 3
Electronic energy (Ha): -1953.68342
F_max (eV/A): 8.5
HOMO energy (alpha / beta) (eV): -8.5 / -8.6
E_LUMO (alpha / beta) (eV): -1.82 / -1.82

---

Record 2
Computed, not measured: a structure of composition C31H46N4P2ReSi, with wB97M-V/def2-TZVPD.

Geometry as XYZ:
```
85
Properties=species:S:1:pos:R:3:lowdin_spin:R:1
C -1.794 -0.004 0.727 0.00
H 0.429 -2.174 1.568 0.00
C 4.809 5.655 -4.005 0.00
H 1.644 -2.819 -1.661 0.00
P 3.103 3.404 -3.226 0.08
H 10.045 -2.158 -4.450 0.00
H 7.974 0.817 -2.041 0.00
H 10.369 -0.449 -2.369 0.00
H 3.260 -0.555 -4.677 0.00
H -2.239 -0.765 1.403 0.00
N 5.542 -0.323 -5.429 0.00
C 7.960 -1.346 -4.450 0.00
H 3.297 5.647 -1.097 0.00
C 0.213 0.620 -3.700 0.01
H -0.774 2.003 2.616 0.00
C 0.574 5.690 -4.922 0.00
H -0.235 6.403 -4.896 0.00
H 1.151 5.646 -7.107 0.00
H -1.186 -2.540 -4.798 0.00
N 3.882 5.110 -3.105 0.03
H 1.250 -1.671 0.117 0.00
C 5.547 2.004 -3.677 0.00
C 2.166 4.274 -5.740 0.00
H 3.760 -1.968 -2.872 0.00
C 2.736 -1.544 -2.942 0.11
C 0.086 1.294 2.630 0.00
H 4.726 0.772 -8.515 0.00
H -1.575 -0.424 -3.812 0.00
N 1.952 4.008 -4.367 0.00
H 6.231 1.540 -6.413 0.00
H 3.738 3.193 -1.483 0.01
H 0.700 4.891 -2.822 0.00
H 0.848 2.270 -0.185 0.03
H 5.344 7.415 -1.231 0.00
C 1.301 5.292 -6.104 0.00
C -0.198 -2.066 -4.522 0.00
H 5.727 2.392 -2.639 0.00
C 9.292 -1.481 -4.050 0.00
H 3.779 -1.775 -7.867 0.00
H -2.310 0.932 0.986 0.00
H 1.963 -1.161 1.712 0.00
C 5.597 6.567 -3.316 0.01
C 3.573 2.384 -0.690 0.03
C 5.020 6.738 -2.019 0.00
H -0.245 1.461 -3.152 0.00
P 5.449 0.145 -3.539 0.00
H 2.812 3.649 -6.352 0.00
H 3.161 -0.775 -1.965 0.02
H 3.033 2.790 0.200 0.02
H 6.459 2.237 -4.280 0.00
C 4.849 0.220 -7.555 0.00
H 4.554 1.964 -0.427 0.01
H -2.044 -0.258 -0.316 0.00
C 4.319 2.703 -4.310 0.01
C 1.695 0.614 -3.626 0.00
C 2.352 -0.727 -4.122 0.02
H 1.687 -1.237 -4.838 0.00
N 7.307 -0.361 -3.693 0.00
C 1.620 -2.588 -2.721 0.00
H 4.491 -2.257 -5.352 0.00
C 5.620 0.631 -6.468 0.00
H -0.189 1.217 -1.146 0.02
C 3.975 5.834 -1.912 0.01
C 8.260 0.090 -2.778 0.00
H 7.454 -1.851 -5.244 0.00
C 0.752 1.260 -0.575 0.06
H -0.025 0.672 3.530 0.00
C 1.040 -1.352 1.149 0.01
C 1.015 4.912 -3.864 0.00
H 2.266 1.582 -4.047 0.00
H 0.455 -2.231 -5.448 0.00
H 3.754 1.970 -4.877 0.00
H 1.016 1.859 2.763 0.00
C 9.462 -0.565 -2.963 0.00
H 4.657 3.485 -4.997 0.00
Si 0.063 0.283 1.031 0.02
C 4.768 -1.387 -5.952 0.00
H 6.517 7.007 -3.693 0.00
H -0.383 -3.134 -2.598 0.00
C -0.569 -0.460 -4.295 0.00
C 0.383 -2.707 -3.274 0.04
H -0.644 -0.098 -5.348 0.00
Re 2.496 1.027 -1.641 2.44
C 4.345 -1.073 -7.236 0.00
H 4.780 5.388 -5.048 0.00
```

Results
Expectation value of S²: 3.80
Multiplicity: 4
Electronic energy (Ha): -2477.29938
ΔE to the lowest compared entry with this formula, charge and spin (eV): 0.418
F_max (eV/A): 6.4
HOMO energy (alpha / beta) (eV): -12.4 / -12.4
Total charge: +2
E_LUMO (alpha / beta) (eV): -9.11 / -8.55

---

Record 3
Computed, not measured: a structure of composition C31H47AlBrO2P2, with wB97M-V/def2-TZVPD.

Geometry as XYZ:
```
84
Properties=species:S:1:pos:R:3:mulliken_charge:R:1
H 1.230 -0.280 -5.977 0.49
Br -0.615 -0.125 6.584 -0.15
H -0.193 4.331 -3.412 0.39
H -3.362 -5.175 7.022 0.35
H 3.950 1.923 1.854 0.40
C 0.310 -2.201 0.776 -0.21
P 0.019 -1.306 -4.148 0.77
C 0.171 -0.223 -5.653 -1.04
H 1.770 5.106 -0.381 0.39
O -2.049 -1.225 3.643 -0.84
H 2.648 1.370 -4.381 0.38
H 0.654 -2.350 1.797 0.68
H -0.524 4.837 0.144 0.43
C 0.784 -2.851 -4.811 -1.41
H 0.158 -3.141 -1.985 0.48
H -0.001 1.875 -6.135 0.67
H 3.098 4.675 0.752 0.26
H -1.864 -2.418 -5.274 0.52
H -1.856 2.538 2.732 0.37
H 0.897 -3.558 -3.986 0.39
H -0.460 5.059 1.917 0.33
H 1.566 -0.403 -2.186 0.16
H -2.598 -4.325 4.773 0.40
C -0.904 -1.662 0.641 -0.26
C -0.563 3.513 -4.044 -1.37
C -0.313 1.193 -5.323 -1.25
H 1.769 -2.611 -5.236 0.40
H -2.449 -0.966 -4.390 0.41
C -1.579 -1.763 6.778 0.02
C -0.658 4.334 1.112 -2.07
C 1.554 3.153 0.555 0.97
H -0.084 0.880 -1.369 -1.08
Al 1.736 2.195 -1.146 -0.35
C -2.591 -3.481 8.147 -0.57
H -1.712 -1.653 8.939 0.34
H -2.255 -0.533 -2.326 0.14
C 1.338 -2.714 -0.199 -1.24
H -0.491 3.799 -5.106 0.44
C 2.391 4.271 -0.001 -1.13
H 0.166 -3.322 -5.596 0.46
C 2.117 1.811 0.946 1.06
C 3.564 1.411 0.946 -1.80
H -2.899 -1.865 -0.056 0.61
C 0.260 3.233 1.217 0.08
H 2.963 3.780 -0.808 0.35
C -0.352 -0.197 -1.517 1.02
C 1.553 0.287 3.016 -1.01
H -2.920 -3.870 9.137 0.33
H 2.384 -2.398 -0.022 0.28
H 1.925 2.629 -5.471 0.47
C -2.840 -4.216 6.967 -0.41
H 4.172 1.635 0.037 0.36
C -1.953 -2.242 8.038 -0.29
C 0.645 -1.021 -2.078 1.33
H 1.341 -3.795 -0.034 0.45
C -2.443 -3.753 5.696 -0.48
C 0.096 2.090 2.039 0.76
H -1.365 0.850 3.040 0.08
H 0.743 -0.450 3.083 -0.14
C 1.254 1.320 1.992 0.58
C -1.766 -1.833 -4.341 -1.55
H 1.590 0.758 4.010 0.36
H -0.751 2.157 4.075 0.16
H 2.561 3.105 -3.826 0.43
P 0.406 1.978 -3.690 0.86
H -2.252 0.372 -0.793 0.47
C 0.983 -2.463 -1.681 -1.50
H -1.712 4.028 1.189 0.48
H -1.424 1.230 -5.261 0.45
O -0.146 -2.413 3.995 -0.76
H -2.044 -2.484 -3.499 0.38
H -1.385 -1.304 1.592 0.34
C -1.768 -0.471 -1.326 -0.91
H -1.620 3.311 -3.810 0.38
C -1.810 -2.510 5.618 0.62
C -1.305 -1.993 4.285 0.37
H 3.678 0.312 1.079 0.36
C -1.005 1.903 3.013 -0.89
H -0.458 -0.655 -6.461 0.51
C -1.884 -1.745 -0.463 -0.94
H 1.829 -2.788 -2.325 0.53
C 2.074 2.316 -4.426 -1.49
H 2.518 -0.211 2.868 0.43
H -1.643 -2.600 -1.095 0.17
```

Results
Electronic energy (Ha): -4858.57401
ΔE to the lowest compared entry with this formula, charge and spin (eV): 2.988
F_max (eV/A): 3.4
HOMO energy (alpha / beta) (eV): -8.9 / -8.9
Total charge: +1
E_LUMO (alpha / beta) (eV): -5.58 / -4.47

---

Record 4
Computed, not measured: a structure of composition C31H47B2F4NO3PRuSTe, with wB97M-V/def2-TZVPD.

Geometry as XYZ:
```
92
Properties=species:S:1:pos:R:3:lowdin_spin:R:1
C -3.071 -3.373 1.572 0.00
Te 0.993 1.115 -1.446 0.74
H -2.502 0.950 5.135 0.00
H 0.674 -5.089 -2.656 0.00
H 4.876 -8.516 -0.016 0.00
H 3.515 -1.748 5.107 0.00
C -2.609 -0.346 -1.346 0.03
N -1.816 -1.632 0.540 0.06
H -1.072 -2.753 2.091 0.00
C 2.767 -0.972 4.936 0.00
H 3.147 5.885 -0.496 0.00
O 1.371 -2.623 0.921 0.01
C 4.316 -7.664 -0.396 0.00
F 4.620 -0.789 0.444 0.00
C -1.666 -1.394 4.564 0.00
C 2.228 -8.457 0.739 0.00
H -3.132 -4.125 2.341 0.00
F 2.577 0.014 1.052 0.07
O -1.805 1.605 0.913 0.05
C 1.331 3.121 -0.869 0.06
C -2.809 -1.422 -0.327 0.01
H 5.010 -6.841 -0.547 0.00
F 3.678 1.000 -0.640 0.06
H -2.995 -0.670 -2.313 0.00
C 1.133 -5.020 -1.684 0.00
C -3.311 0.966 -0.952 0.00
C 2.338 5.181 -0.539 0.00
H 3.299 -0.047 4.737 0.00
P 0.562 -0.174 3.255 0.08
C 1.532 2.092 4.856 0.00
S -0.002 4.174 -0.433 0.02
C -0.753 -0.171 4.600 0.02
H 2.531 -1.443 2.862 0.00
C 1.836 -6.089 -1.147 0.00
H 2.374 2.780 4.888 0.00
H -2.028 1.138 3.450 0.00
H 2.216 -3.498 4.052 0.00
H 1.669 1.360 5.643 0.00
H -1.142 1.975 4.734 0.00
F 2.808 -1.048 -0.926 0.04
H -3.504 0.546 1.172 0.00
H 0.639 2.667 5.080 0.00
H 3.900 -7.939 -1.361 0.00
H -2.335 -1.362 5.424 0.00
C 1.049 5.520 -0.277 0.02
B 0.695 -1.915 -0.032 0.01
C 1.899 -1.401 3.756 0.01
C 1.638 -3.840 0.349 0.00
H 1.910 -6.985 -1.743 0.00
C 1.459 1.468 3.463 0.01
C 3.214 -7.282 0.604 0.00
H -4.768 -1.974 -0.984 0.00
Ru 0.028 -0.128 0.734 2.53
C -1.933 -2.598 1.450 0.01
H -1.525 -0.194 -1.453 0.03
H 1.394 -8.193 1.387 0.00
H 0.644 6.477 -0.014 0.00
H 3.455 3.377 -1.118 0.00
C 2.505 3.825 -0.884 0.02
C -1.650 1.057 4.468 0.00
H 0.898 2.047 1.462 0.01
H 0.875 -2.865 4.990 0.00
H 1.477 3.383 2.469 0.00
H -0.148 2.750 2.731 0.00
C -3.147 1.350 0.523 0.00
C 1.049 -3.874 -0.919 0.00
H -1.127 -2.334 4.596 0.00
H -4.381 0.869 -1.141 0.00
C 0.875 2.475 2.475 0.02
H 1.836 -8.747 -0.232 0.00
H -2.282 -1.372 3.665 0.00
H -0.223 -0.148 5.557 0.00
H 2.474 1.228 3.124 0.00
H 4.600 -6.230 1.901 0.00
B 3.501 -0.234 -0.023 0.02
H 4.389 -7.931 2.294 0.00
H -1.528 2.442 0.503 0.00
H 0.699 -3.154 3.244 0.00
H 2.740 -9.315 1.169 0.00
C -3.983 -2.169 -0.270 0.00
C 2.460 -6.055 0.107 0.00
O 0.433 -2.664 -1.148 0.00
C -4.123 -3.152 0.693 0.00
H 3.124 -6.790 2.721 0.00
H -2.921 1.770 -1.581 0.00
C 1.373 -2.810 4.024 0.00
H 2.798 -4.797 1.845 0.00
C 2.349 -4.897 0.873 0.00
H -5.030 -3.734 0.760 0.00
H 2.176 -0.869 5.844 0.00
C 3.869 -7.034 1.966 0.00
H -3.747 2.241 0.732 0.00
```

Results
Expectation value of S²: 6.02
Multiplicity: 5
Electronic energy (Ha): -3041.59103
F_max (eV/A): 1.4
HOMO energy (alpha / beta) (eV): -10.6 / -10.6
Total charge: +1
E_LUMO (alpha / beta) (eV): -2.95 / -5.02

---

Record 5
Computed, not measured: a cluster of 9 separate species, C31H47BBr3Cl26NO5P in total, with wB97M-V/def2-TZVPD.

Geometry as XYZ:
```
115
Properties=species:S:1:pos:R:3:mulliken_charge:R:1
Cl -2.259 -8.324 5.546 -0.06
H -0.571 1.484 3.776 0.02
H -0.302 0.259 -2.407 0.08
O -3.317 0.225 0.864 -0.36
H -2.427 -12.010 9.205 0.31
Cl 3.250 3.083 -10.799 -0.12
H -2.321 -1.355 3.762 0.08
H -6.256 -0.375 -0.058 0.49
Cl -9.048 -0.248 -0.074 -0.05
H -0.690 -0.250 4.556 0.14
C 5.660 -0.977 0.086 -1.22
C -5.227 1.712 0.278 0.43
H 9.667 2.536 -1.236 0.37
C -6.241 3.723 -1.277 -0.45
C 0.009 0.537 4.075 -1.20
H 1.324 -1.585 4.669 0.32
H -7.918 3.094 -2.793 0.30
C 3.249 4.794 -10.354 0.19
Cl 7.485 1.775 -1.665 -0.01
C 0.752 5.515 -6.435 0.03
H 0.721 -5.574 2.106 0.13
Br 4.806 0.481 2.712 -0.19
H -3.985 -1.145 2.895 0.43
C 0.094 -3.354 1.693 0.68
O 1.900 1.069 2.726 -0.62
O 3.077 2.847 1.728 -0.72
H 4.046 -0.127 -1.172 -0.12
P 2.143 1.503 1.022 0.54
H 4.616 1.582 0.490 0.63
C 4.102 -0.484 -0.084 1.05
Cl -0.415 6.586 -5.644 -0.14
Cl -1.071 -10.092 9.103 -0.11
H 2.017 0.100 -1.890 0.01
H -10.422 -2.153 0.038 0.30
C -7.192 1.239 -1.475 -0.34
Cl 0.680 -2.132 -3.742 -0.01
Cl -3.143 -10.933 7.242 -0.11
Cl -11.127 -1.079 -1.931 -0.14
C 5.378 5.256 -4.150 -0.07
C -2.225 -0.071 1.823 0.38
C 0.978 -2.150 1.153 -1.96
O -0.724 2.550 0.994 -0.84
Cl 3.641 5.173 -3.839 0.00
C -1.000 -0.544 0.926 -0.72
H -6.192 4.831 -1.536 0.30
H 6.369 -0.109 0.300 0.17
C -2.069 -7.056 4.325 0.12
B 0.661 2.708 1.401 1.32
Cl 4.109 5.040 -8.827 -0.08
Cl 0.836 -5.036 -3.807 -0.12
C 2.301 2.151 -0.803 -1.19
Cl -3.832 -10.299 9.997 -0.12
Cl 8.710 2.366 0.904 -0.11
C -5.286 3.195 -0.185 -0.30
H 0.316 4.710 1.851 0.19
H -7.937 0.543 -1.995 0.45
H 3.489 -1.410 0.147 -0.41
C 0.155 1.307 -2.243 -0.52
C -6.221 0.717 -0.370 -0.62
H 3.399 2.352 -1.113 0.72
H -4.623 1.031 2.401 0.32
C 0.463 -0.634 1.537 1.29
H -1.688 -6.162 4.816 0.20
Cl -0.322 -3.403 3.460 -0.18
Cl 1.016 -2.382 -0.703 -0.01
Cl 1.080 4.100 -5.429 0.02
H 2.055 -4.484 1.262 0.24
H -0.962 0.211 0.050 -0.87
H -1.390 -1.496 0.392 0.59
Cl 6.067 6.731 -3.452 -0.15
N 0.882 3.952 2.282 -0.62
C -4.139 1.303 1.403 -0.06
C 3.920 0.756 0.906 -0.94
C -7.219 2.727 -1.961 -0.54
Cl -11.812 -0.426 0.821 -0.13
Cl 9.782 0.236 -0.762 -0.14
Cl 0.161 5.023 -8.031 -0.16
Br 1.478 3.985 -1.067 -0.08
H 2.053 -2.341 1.475 0.65
C 1.920 -0.988 3.903 -1.49
H -0.466 1.858 -1.466 -0.01
H -3.523 2.267 1.576 0.01
Cl 3.972 5.773 -11.640 -0.14
C -10.580 -1.115 -0.247 -0.01
H -0.891 -3.487 1.105 0.20
H -4.562 3.919 0.335 0.20
H 2.515 -0.210 4.518 0.49
H -1.047 3.351 0.522 0.26
H 3.475 3.381 1.010 0.31
H 0.168 -3.575 -5.524 0.36
Cl -0.905 -7.552 3.089 -0.13
H 1.683 6.063 -6.569 0.21
C -2.596 -10.972 8.924 0.04
H -2.078 0.914 2.384 0.32
C 1.720 1.194 -1.935 0.32
H 5.535 5.282 -5.227 0.23
Cl 6.189 3.823 -3.503 -0.07
H 2.217 5.113 -10.220 0.14
H -2.648 -2.220 2.183 0.10
H 0.694 0.876 4.944 0.43
O 1.247 0.123 0.535 -0.44
H 5.944 -1.611 -0.819 0.39
H -0.015 1.864 -3.242 0.35
H 0.596 -5.049 0.307 0.25
Br 2.622 1.834 -3.652 -0.22
C 9.000 1.823 -0.754 -0.10
Cl -1.731 -3.708 -4.144 -0.14
C -2.858 -1.242 2.765 -1.07
H 2.705 -1.574 3.328 0.22
Cl -3.629 -6.665 3.588 -0.14
C 0.009 -3.608 -4.448 -0.13
H 5.646 -1.702 0.987 0.32
H 0.453 3.710 3.201 0.22
C 0.966 -0.057 2.939 2.00
C 0.933 -4.730 1.359 -0.85
```

Results
Electronic energy (Ha): -21693.38344
ΔE to the lowest compared entry with this formula, charge and spin (eV): 8.249
F_max (eV/A): 4.2
HOMO energy (eV): -4.8
Total charge: -1
E_LUMO (eV): 1.56